23
Properties=species:S:1:pos:R:3:forces:R:3:lowdin_charge:R:1 method="wB97M-V/def2-TZVPD" homo_ev=-9.63 homo_lumo_gap_ha=0.1172 e_lumo_ha=-0.2367 charge=+1
C -2.806604 0.272104 0.266502 -0.124 0.296 1.111 -0.2771
P -2.293565 -1.176735 -0.930824 1.748 1.180 -1.541 0.8958
O -1.459225 -2.298563 0.150123 0.138 -0.338 -1.143 -0.4952
N -1.220330 -0.586032 -2.226791 0.064 -1.317 3.967 -0.2503
C 0.218756 -1.005545 -2.023181 -0.209 0.345 -0.773 -0.3340
C 0.821786 -0.038688 -0.818517 1.108 1.070 1.444 -0.0871
C 1.331076 -0.750072 0.568003 -0.358 5.557 0.062 -0.2491
C 1.877779 0.225889 1.768638 -0.838 2.332 -3.093 -0.1661
C 1.896337 1.852489 1.539055 -0.782 -1.817 -2.190 -0.0434
C 1.434501 2.603725 0.135403 -0.595 -5.463 0.273 0.0071
C 0.880609 1.589739 -1.071677 1.473 -0.907 4.075 0.0164
H -2.518054 1.328356 -0.152656 -0.491 -2.215 0.779 0.0608
H -2.303054 0.080062 1.329413 -0.903 0.501 -2.350 0.0542
H -3.962881 0.197097 0.443276 2.240 0.157 -0.495 0.0511
H -1.358185 -3.124454 -0.410428 -0.228 1.222 1.080 0.0594
H 0.281432 -2.151365 -1.788983 0.408 2.050 0.047 0.0957
H 0.793299 -0.855927 -3.058787 -1.121 -0.084 2.461 0.1358
H 1.276958 -1.931306 0.708885 0.965 2.152 -2.516 -0.1443
H 2.248509 -0.227546 2.806159 -0.697 1.367 -2.443 0.0541
H 2.260904 2.534425 2.425338 -0.821 -1.650 -1.946 0.0973
H 1.473684 3.780940 0.023204 -0.071 -2.849 0.248 0.1114
H 0.531341 2.036408 -2.097898 0.717 -1.180 2.223 0.1122
Pb 0.594929 -2.355002 2.415743 -1.627 -0.408 0.720 1.2953